Entry from the OMol25 dataset: a cluster of 2 separate species, C2H13N6 in total (wB97M-V/def2-TZVPD).

```
! RIJCOSX wB97M-V def2-TZVPD def2/J DEFGRID3
* xyz 1 1
N 0.2640 1.1008 0.5105
N -1.0429 -2.2793 0.5813
C 0.2927 -0.2028 0.3293
N -0.8860 -1.4229 -1.6127
H 1.3923 -1.8581 0.0235
H 2.2958 -0.4169 0.4731
H 3.0339 2.8541 0.9141
N 1.4172 -0.8201 0.1432
N -2.2171 -0.1203 0.0327
H -1.7363 -3.0068 0.3862
H -2.4920 0.3512 -0.7789
H -0.7940 -2.4784 -1.7322
H -3.0464 -0.5745 0.2790
H -1.0621 -2.0145 1.5312
H -0.6099 1.3182 0.7647
C -1.1900 -1.1260 -0.2083
H 0.9678 1.8968 0.6191
N 2.2265 3.0303 0.4166
H 2.2983 4.0706 0.3255
H -1.3480 -0.8873 -2.4135
H 2.2361 2.5857 -0.5844
*
```

Results
**Energy**: -11219.086 eV
**Lowest unoccupied orbital energy**: -0.096 hartree
**Energy relative to the best compared isomer or geometry (same formula, charge and spin)**: 26.37 kcal/mol
**Gap between HOMO and LUMO**: 10.71 eV

=====

Entry from the OMol25 dataset: a structure of composition C2H13NNbP2 (wB97M-V/def2-TZVPD).

```
! RIJCOSX wB97M-V def2-TZVPD def2/J DEFGRID3
* xyz -1 1
P -1.2192 -1.4580 0.6277
H 2.7433 0.2932 1.0265
H -2.7105 -0.6158 -0.6945
H -0.8501 -0.1146 -2.4414
H -1.3259 1.6353 0.1979
H 2.0263 1.6917 1.8321
H -0.2928 2.8643 0.8576
Nb 0.3413 -1.1040 -1.4147
H 1.2329 0.1216 1.8092
H -0.2973 -2.7364 -1.9762
H -1.2472 -2.8240 0.9952
C -0.4464 2.2174 0.0102
H -0.6424 2.8388 -0.8384
H -0.7732 -0.8364 1.8223
H 1.6218 -1.8439 -0.3033
P 1.0180 1.1543 -0.3753
C 1.8361 0.8075 1.2537
N -2.7193 -1.0031 0.2423
H 1.7048 -1.0880 -2.6309
*
```

Results
**Energy**: -23897.425 eV
**Lowest unoccupied orbital energy**: 0.094 hartree
**Gap between HOMO and LUMO**: 6.76 eV

=====

Entry from the OMol25 dataset: a cluster of 4 separate species, C2H13NO3 in total (wB97M-V/def2-TZVPD).

```
! RIJCOSX wB97M-V def2-TZVPD def2/J DEFGRID3
* xyz 0 1
H 1.9892 1.5188 1.9823
C 1.0796 0.1106 3.3867
C 1.2572 0.7067 1.9821
O -2.0671 2.2201 -5.1822
H 0.1368 -2.5529 -0.0062
H -0.0451 2.1728 1.7319
H -1.9648 2.9910 -4.6162
H 0.1794 0.5465 3.8210
H 1.0896 -0.9543 3.3640
O 0.3045 -3.4966 0.1385
N 0.0472 1.2416 1.3373
H -0.3936 -3.9347 -0.3588
H 0.0875 -1.2014 -1.4913
H 1.9310 0.3425 4.0285
O -0.2009 -0.7115 -0.7124
H -2.1789 2.4642 -6.1018
H 0.2519 0.1443 -0.7583
H -0.7235 0.6100 1.4793
H 1.7316 -0.0389 1.3436
*
```

Results
**Energy**: -9917.147 eV
**Lowest unoccupied orbital energy**: 0.029 hartree
**Energy relative to the best compared isomer or geometry (same formula, charge and spin)**: 24.53 kcal/mol
**Gap between HOMO and LUMO**: 10.23 eV
**SMILES**: CCN.O.O.O

=====

Entry from the OMol25 dataset: a cluster of 4 separate species, C2H13NO3S in total (wB97M-V/def2-TZVPD).

```
! RIJCOSX wB97M-V def2-TZVPD def2/J DEFGRID3
* xyz 0 1
H -3.8437 -0.0666 2.7211
H 1.2439 -3.8612 1.3203
N 1.2233 -0.5755 -1.1629
H -1.0718 0.9895 -2.8772
H -4.5817 0.2884 3.9409
H 2.2302 2.1562 2.0610
H 2.9454 1.0698 -0.1172
C 1.9136 1.5884 -0.1995
H -2.2290 1.0683 -3.8545
H 1.7189 -1.1955 -0.5750
O 0.7699 -3.2259 0.6807
O -4.3163 -0.4450 3.4247
H -0.0672 0.9116 -0.8688
H 0.5065 -1.1299 -1.4398
H 0.4756 0.2471 0.7415
C 0.8376 0.4999 -0.3045
S 1.5551 2.7962 1.0514
H 0.1518 -3.7915 0.2860
O -1.3841 0.6398 -3.7319
H 1.9222 2.0357 -1.0963
*
```

Results
**Energy**: -20751.546 eV
**Lowest unoccupied orbital energy**: 0.017 hartree
**Energy relative to the best compared isomer or geometry (same formula, charge and spin)**: 30.00 kcal/mol
**Gap between HOMO and LUMO**: 9.54 eV
**SMILES**: NCCS.O.O.O

=====

Entry from the OMol25 dataset: a cluster of 4 separate species, C2H13NO3S in total (wB97M-V/def2-TZVPD).

```
! RIJCOSX wB97M-V def2-TZVPD def2/J DEFGRID3
* xyz 0 1
H -1.0717 -0.3848 0.8174
N -2.0545 -1.1034 -0.8759
H -3.3300 -3.7414 1.5892
H -2.9663 -0.7281 -1.0993
O 3.9584 -0.2605 -0.3675
H 0.6135 0.8794 -0.1676
C -1.2560 -0.0793 -0.1880
H -1.7752 0.8785 -0.1830
H 3.1754 0.3016 -0.3171
H -2.2172 -1.8813 -0.2476
O 3.4652 3.6030 2.3329
H 3.5532 4.4130 1.8117
C 0.1590 0.0992 -0.7752
H 3.6215 2.9117 1.6798
H -1.1863 0.7485 -2.6208
H 0.8073 -0.7616 -0.5705
S 0.1251 0.5251 -2.5341
H 4.3677 0.0381 -1.1885
O -3.9497 -3.1313 1.1913
H -4.0394 -2.3265 1.7130
*
```

Results
**Energy**: -20752.108 eV
**Lowest unoccupied orbital energy**: 0.014 hartree
**Energy relative to the best compared isomer or geometry (same formula, charge and spin)**: 17.02 kcal/mol
**Gap between HOMO and LUMO**: 9.27 eV
**SMILES**: NCCS.O.O.O

=====

Entry from the OMol25 dataset: a cluster of 4 separate species, C2H13NO3S in total (wB97M-V/def2-TZVPD).

```
! RIJCOSX wB97M-V def2-TZVPD def2/J DEFGRID3
* xyz 1 2
O 1.4967 -2.4211 2.5912
H 5.3607 -0.2329 -0.1643
N -1.1330 1.3022 -1.1815
C -0.6761 -0.7693 -0.2366
H 0.1435 0.0502 -2.0429
H -3.0119 3.5414 0.8684
H 0.8574 0.7791 -0.2924
H -2.7266 -2.0700 -0.8418
H 4.7889 -1.6495 -0.0721
H 1.1820 -1.6046 3.0559
H -1.3702 1.9316 -0.3847
H 0.6503 -2.8643 2.6096
O 4.6845 -0.8193 0.3250
O -2.8390 3.8072 -0.0918
H -3.3522 3.0799 -0.5139
H -0.0268 -1.5801 0.2534
H -1.1573 1.7084 -2.1484
H -1.3479 -0.3361 0.5322
S -1.4189 -2.1644 -1.2021
C -0.1040 0.3114 -1.0632
*
```

Results
**Energy**: -20741.923 eV
**Lowest unoccupied orbital energy (alpha / beta)**: -0.122 / -0.318 hartree
**Energy relative to the best compared isomer or geometry (same formula, charge and spin)**: 33.32 kcal/mol
**Gap between HOMO and LUMO (alpha / beta)**: 10.49 / 4.76 eV

=====

| no. | strongest force on any atom (hartree/bohr) |
| --- | --- |
| 1 | 0.0906 |
| 2 | 0.0337 |
| 3 | 0.0282 |
| 4 | 0.0810 |
| 5 | 0.0223 |
| 6 | 0.0977 |